Molecular formula: C50H55Cl2F5N6O6PSSbTl
Method: DFT, wB97M-V/def2-TZVPD

Atoms and positions in Å:
Tl 1.48881 -0.04557 0.54334
Sb -2.78900 -1.75402 3.39536
Cl 4.25063 -6.99402 0.93925
Cl 0.57174 -4.26397 3.58618
S 2.80209 0.38551 5.33449
P 0.91726 1.24230 -4.46270
F -0.21407 3.16840 1.56211
F -6.19407 2.99107 1.26701
F -3.88797 -5.72695 -1.29288
F -5.67987 -4.35239 8.34296
F 0.19567 4.34400 -0.21585
O 0.67075 -2.43949 1.13341
O 0.87709 1.24716 -2.95850
O 2.00690 -1.60223 -1.24519
O 3.54590 -1.12570 1.92860
O -1.56957 -2.41768 -1.06055
O -0.68999 0.52950 -1.22524
N 2.54494 0.94698 -4.84198
N -0.09905 0.22602 -5.27756
N 0.57098 2.73851 -4.99679
N 2.66694 3.25168 4.32053
N 4.55388 1.65756 1.66407
N 3.17467 1.00736 3.83593
C 0.80033 3.53628 0.75968
C -2.57561 -4.11322 1.65574
C 1.33476 -3.49083 0.99908
C 5.46944 3.29480 0.23900
C -2.66814 -4.95455 0.61734
C -5.45305 -0.10582 2.94631
C 3.47122 0.35763 -3.93542
C 5.16503 4.30321 1.11144
C 2.27867 -5.60481 2.02859
C -4.36652 -2.64343 4.81507
C -3.57236 -3.19963 1.97835
C 1.88718 2.97681 5.48593
C -5.12204 -2.50684 7.11355
C -5.16799 -4.66137 5.92433
C -0.11218 3.11403 -6.29397
C 4.47250 4.00878 2.24806
C -6.19836 0.91070 2.41230
C -4.59327 -4.03263 4.85238
C 4.85616 0.56692 -4.55713
C -5.53742 2.02975 1.93700
C 0.64355 1.36123 6.77532
C 5.07941 1.99124 0.49085
C 2.97339 -4.97571 -0.28053
C 1.39031 -4.50558 2.08178
C 1.09261 3.99198 6.12439
C 0.04566 3.66002 6.95540
C 4.66858 0.88551 -6.08054
C -1.54027 0.26653 -4.92634
C -5.40732 -3.86691 7.10260
C -3.36704 1.13322 2.53065
C -4.86542 -4.08391 0.15395
C 3.04476 -5.82944 0.84422
C 0.64839 5.13523 -5.25027
C -1.00192 -1.98957 -5.77596
C -0.46655 4.58454 -6.08536
C -4.15052 2.23413 2.19392
C 3.13305 1.19175 -6.16653
C 2.25865 -2.82819 -1.25840
C -0.17129 2.31079 7.28175
C 4.14663 2.64439 2.48331
C 2.17398 -3.81700 -0.21864
C -2.10759 -1.13220 -5.11683
C -4.67713 -3.20161 1.19383
C -4.70683 -1.89320 5.94580
C -4.05973 -0.09913 2.80583
C 1.06596 3.92167 -4.30457
C 1.75022 1.63346 5.89926
C 3.37150 2.27485 3.65509
C 0.20373 -1.02148 -6.06165
C -3.81047 -4.96323 -0.16014
H 5.23859 5.34649 0.85746
H 2.61153 4.21553 3.97895
H 5.21291 1.44965 -3.98627
H 0.34281 0.28968 6.82870
H 2.70693 0.51841 -6.83713
H -2.02003 1.04603 -5.56792
H -0.93015 2.45159 -6.30870
H 1.18447 -1.39294 -5.88307
H -1.37205 1.12517 -0.87231
H 0.18640 -0.71499 -7.10147
H 3.00488 2.23077 -6.55913
H -1.38486 -2.50050 -6.67296
H 1.48458 5.51658 -5.81302
H 1.33259 4.99440 5.82129
H -4.54237 -0.81405 5.93921
H 3.79132 -0.37759 2.48762
H 3.23710 -0.75594 -3.84682
H 1.39442 4.24457 1.40057
H 3.32432 -1.90565 2.50818
H -3.73278 3.19107 2.09010
H -0.73034 5.09238 -6.98292
H 5.63504 -0.13412 -4.32775
H 3.40606 0.87696 -2.97552
H -0.63555 4.44282 7.30381
H -1.64858 -4.30051 2.28400
H 3.58795 -5.16385 -1.14327
H 0.46427 2.88594 -7.17145
H 0.56997 3.97699 -3.29707
H 0.31100 5.96878 -4.67484
H -0.66782 -2.82734 -5.13234
H -3.08003 -1.15338 -5.72683
H -0.94658 2.04942 7.95407
H -0.19478 1.01991 -1.92793
H -1.27599 -1.50712 -1.16812
H 2.63451 -3.25365 -2.21169
H 2.17627 3.95682 -4.17862
H -4.33950 -4.67725 3.95381
H 5.25743 1.75677 -6.45973
H -1.69008 0.65622 -3.84932
H -5.07209 -1.94748 8.02011
H -5.79097 -4.18746 -0.35571
H 4.91246 0.03680 -6.76995
H 5.97330 3.51263 -0.68001
H -2.47337 -1.66907 -4.18710
H -7.29599 0.88854 2.27799
H -5.97546 -0.90473 3.51533
H -5.45480 -5.71517 5.93789
H -2.25312 1.10530 2.54994
H -0.91771 -2.82415 -0.42165
H 2.29228 -6.23603 2.86831
H -5.47233 -2.50836 1.48553
H 5.34429 1.17292 -0.15941
H -2.02136 -5.76732 0.38420
H -1.36291 4.52059 -5.49922
H 4.22263 4.88577 2.85630

As for the max |F|: 3.70 eV Å⁻¹. The orbital gap (spin up / spin down) is 4.08 / 4.08 eV. The value obtained for the HOMO energy (spin up / spin down) is -2.25 / -2.25 eV. Its total charge is -1. The total energy comes out at -143953.0059 eV.

Here are the Mulliken charges for atoms 1 to 6, given in e: 1.06 1.06 -0.28 -0.21 -0.23 -1.26